[1]
107
Properties=species:S:1:pos:R:3 method="wB97M-V/def2-TZVPD" e_homo_ev=-5.4 charge=-1 orbital_gap_ev=6.1560 e_lumo_ha=0.0292
C -2.455 -1.350 -2.179
C -0.979 -1.401 -2.668
P -0.447 -3.182 -2.382
O -0.308 -3.782 -3.940
Br 1.675 -3.200 -1.600
C -0.926 -0.901 -4.181
O -0.153 0.266 -4.164
B 0.744 0.009 -3.020
O -0.289 -0.412 -1.975
H -2.829 -2.350 -1.969
H -2.529 -0.755 -1.284
H -3.108 -0.907 -2.920
H 0.389 -3.255 -4.366
H -0.544 -1.620 -4.917
H -1.886 -0.583 -4.593
H 1.391 0.995 -2.739
H 1.449 -0.987 -3.192
C 2.154 -5.140 1.703
Br 1.997 -7.062 1.630
Br 1.020 -4.369 3.052
Br 3.979 -4.567 1.908
H 1.815 -4.756 0.747
C 1.550 0.376 1.025
Br 2.241 -1.297 1.681
Br 0.593 1.300 2.427
Br 2.962 1.468 0.306
H 0.848 0.161 0.224
C -3.224 -2.362 1.907
Br -1.485 -2.152 1.099
Br -3.712 -0.830 2.976
Br -4.591 -2.776 0.606
H -3.162 -3.207 2.577
C 4.798 -5.464 -3.055
Br 4.201 -7.177 -3.715
Br 4.588 -5.319 -1.146
Br 6.613 -5.089 -3.597
H 4.165 -4.711 -3.504
C 10.668 -6.531 -3.223
Br 11.870 -6.655 -1.721
Br 10.013 -4.736 -3.459
Br 11.473 -7.213 -4.836
H 9.814 -7.154 -3.002
C -0.663 -10.043 1.751
Br 1.103 -10.497 1.133
Br -1.674 -9.110 0.406
Br -1.604 -11.587 2.423
H -0.539 -9.367 2.584
C -2.578 3.165 3.716
Br -1.166 4.472 3.837
Br -2.485 1.890 5.169
Br -4.319 3.996 3.588
H -2.424 2.614 2.797
C -0.682 8.096 2.288
Br 1.097 8.462 1.639
Br -1.388 9.569 3.311
Br -1.855 7.597 0.847
H -0.612 7.249 2.955
C -3.004 3.432 -0.332
Br -1.224 3.084 -0.968
Br -4.150 4.113 -1.727
Br -3.781 1.875 0.504
H -2.932 4.201 0.426
C 3.204 8.777 -2.056
Br 4.595 9.009 -3.365
Br 1.573 9.658 -2.602
Br 2.908 6.922 -1.640
H 3.539 9.263 -1.151
C 0.476 -1.606 6.061
Br 2.280 -1.206 5.524
Br -0.254 -0.204 7.173
Br -0.676 -1.944 4.558
H 0.508 -2.508 6.654
C 2.054 12.889 -3.770
Br 2.893 13.125 -2.052
Br 1.114 14.477 -4.330
Br 3.322 12.303 -5.096
H 1.321 12.103 -3.661
C -7.680 4.156 0.409
Br -7.813 4.559 -1.470
Br -9.121 4.959 1.410
Br -7.568 2.260 0.722
H -6.760 4.595 0.766
C -4.976 -4.529 -4.377
Br -5.145 -6.437 -4.138
Br -5.932 -3.559 -3.006
Br -3.136 -3.978 -4.454
H -5.434 -4.285 -5.324
C 6.842 12.040 -1.484
Br 7.878 10.655 -2.325
Br 5.585 11.301 -0.220
Br 7.955 13.384 -0.665
H 6.270 12.527 -2.261
C -1.228 -9.674 5.952
Br -1.077 -9.642 7.869
Br -2.934 -8.991 5.365
Br 0.244 -8.764 5.100
H -1.181 -10.712 5.650
C -3.542 -12.752 6.695
Br -4.195 -14.167 5.561
Br -4.700 -12.451 8.204
Br -1.723 -13.068 7.251
H -3.546 -11.845 6.106
C -2.225 9.770 -2.847
Br -2.317 10.181 -4.729
Br -3.676 10.574 -1.866
Br -2.117 7.876 -2.531
H -1.310 10.206 -2.472

[2]
59
Properties=species:S:1:pos:R:3 method="wB97M-V/def2-TZVPD" e_homo_ev=-14.9 charge=+2 orbital_gap_ev=7.1618 e_lumo_ha=-0.2830
Ti 0.292 0.074 -0.384
O -3.006 -0.377 3.286
C -2.263 -0.283 2.212
O -1.479 0.611 1.976
C -2.460 -1.422 1.251
C -3.632 -2.181 1.212
C -3.772 -3.138 0.214
C -2.738 -3.321 -0.692
C -1.585 -2.547 -0.547
N -1.452 -1.607 0.403
C -0.394 -2.604 -1.416
O -0.167 -3.582 -2.251
O 0.445 -1.695 -1.328
H -2.887 0.363 3.909
H -4.414 -2.007 1.935
H -4.671 -3.733 0.145
H -2.842 -4.029 -1.501
H -0.823 -4.296 -2.283
C 2.135 2.611 -0.705
C 3.042 1.413 -0.414
N 2.435 0.165 -0.915
C 2.791 -0.182 -2.305
C 2.062 0.641 -3.360
S 0.249 0.731 -3.065
C -0.050 2.528 -2.879
C -0.129 3.038 -1.431
N 0.717 2.253 -0.508
H 2.429 3.458 -0.073
H 2.269 2.922 -1.742
H 4.023 1.594 -0.870
H 3.182 1.320 0.668
H 2.836 -0.584 -0.347
H 3.871 -0.060 -2.474
H 2.550 -1.241 -2.455
H 2.444 1.656 -3.435
H 2.199 0.164 -4.331
H 0.710 3.046 -3.460
H -1.004 2.692 -3.377
H 0.182 4.092 -1.417
H -1.164 2.992 -1.084
H 0.440 2.506 0.448
N 2.560 -1.866 6.337
C 2.344 -1.474 5.285
C 2.004 -1.002 3.991
C 1.995 -1.874 2.905
C 1.550 -1.422 1.673
C 1.101 -0.107 1.483
C 1.181 0.764 2.573
C 1.623 0.327 3.811
H 2.334 -2.891 3.035
H 1.563 -2.143 0.849
H 0.864 1.800 2.483
H 1.674 1.008 4.646
B -4.032 1.265 -0.994
C -2.587 0.929 -0.839
N -1.453 0.644 -0.714
H -4.516 0.374 -1.617
H -4.494 1.402 0.092
H -4.082 2.282 -1.610

[3]
87
Properties=species:S:1:pos:R:3 method="wB97M-V/def2-TZVPD" e_homo_ev=-4.1 charge=-1 orbital_gap_ev=5.0198 e_lumo_ha=0.0328
C -1.071 -0.041 -0.685
C -0.915 -1.175 -0.182
C 0.356 -1.912 -0.320
C 0.779 -1.927 -1.744
C 1.439 -3.176 -2.212
O 1.770 -2.892 -3.546
P 1.840 -1.144 -3.835
C 3.741 -1.241 -3.803
C 4.430 -0.095 -4.481
C 4.459 -0.175 -5.992
C 3.504 0.865 -6.516
C 3.230 0.847 -7.990
C 1.989 0.113 -8.224
O 1.542 0.286 -9.560
C 0.170 0.022 -9.697
O 1.607 -0.941 -2.091
H -2.015 0.246 -1.047
H -0.266 0.619 -0.792
H -1.713 -1.623 0.334
H 1.073 -1.370 0.244
H 0.282 -2.888 0.094
H -0.124 -1.952 -2.308
H 0.699 -3.941 -2.238
H 2.306 -3.440 -1.646
H 1.938 -1.295 -5.289
H 1.895 0.312 -3.942
H 0.407 -1.084 -4.041
H 3.974 -2.116 -4.338
H 4.122 -1.318 -2.817
H 5.436 -0.094 -4.149
H 4.017 0.850 -4.229
H 5.426 0.056 -6.352
H 4.205 -1.164 -6.288
H 3.949 1.785 -6.257
H 2.608 0.738 -5.986
H 3.031 1.842 -8.292
H 4.046 0.474 -8.559
H 2.109 -0.916 -8.017
H 1.271 0.514 -7.562
H -0.135 -0.759 -9.064
H -0.028 -0.279 -10.699
H -0.396 0.896 -9.488
C -0.537 -1.691 3.955
Cl -0.573 -2.120 5.670
Cl -0.924 -3.110 2.990
Cl -1.725 -0.428 3.629
Cl 1.070 -1.118 3.529
C -0.151 2.235 6.476
Cl 0.326 2.374 4.793
Cl -0.462 3.848 7.129
Cl -1.611 1.260 6.618
Cl 1.145 1.472 7.396
C -0.161 -7.223 -3.548
Cl 0.837 -5.796 -3.656
Cl -1.819 -6.828 -4.012
Cl 0.457 -8.483 -4.631
Cl -0.156 -7.838 -1.888
C 2.399 -5.925 -7.758
Cl 0.801 -6.592 -8.110
Cl 3.501 -7.250 -7.355
Cl 3.045 -5.079 -9.175
Cl 2.279 -4.828 -6.403
C 0.142 -7.218 -12.389
Cl -0.692 -5.753 -12.903
Cl 1.617 -6.786 -11.544
Cl -0.908 -8.140 -11.311
Cl 0.526 -8.201 -13.807
C -3.625 1.595 9.980
Cl -3.729 2.807 8.716
Cl -4.016 0.012 9.312
Cl -1.991 1.570 10.635
Cl -4.768 1.986 11.273
C -4.584 5.243 14.600
Cl -4.656 3.995 13.355
Cl -2.941 5.351 15.220
Cl -5.077 6.791 13.891
Cl -5.682 4.835 15.918
C -7.555 9.348 11.941
Cl -6.556 8.176 11.091
Cl -8.773 8.499 12.891
Cl -6.536 10.305 13.017
Cl -8.346 10.409 10.779
C -1.318 9.358 15.457
Cl -2.801 8.503 15.054
Cl -0.324 9.524 14.013
Cl -1.703 10.959 16.093
Cl -0.430 8.442 16.678

[4]
59
Properties=species:S:1:pos:R:3 method="wB97M-V/def2-TZVPD" e_homo_ev="-4.0 / -4.9" e_above_lowest_ev=0.266 charge=-1 multiplicity=3 orbital_gap_ev="6.5319 / 7.2862" e_lumo_ha="0.0939 / 0.0864"
Ti -0.651 0.135 0.170
Cl -2.488 1.937 0.577
C -0.860 1.399 2.091
C 0.359 1.608 1.531
C 1.354 2.047 2.381
Cl 2.983 2.300 1.774
C 1.088 2.300 3.727
Cl 2.334 2.911 4.776
C -0.184 2.054 4.251
Cl -0.496 2.314 5.937
C -1.189 1.580 3.417
Cl -2.759 1.167 4.036
C 0.129 -3.587 -0.551
C 0.312 -2.582 -1.653
C 0.512 -2.960 -2.967
C 0.620 -1.956 -3.936
C 0.518 -0.634 -3.594
C 0.332 -0.305 -2.229
N 0.266 -1.296 -1.298
N 0.150 0.896 -1.660
Si 0.065 2.450 -2.390
C -1.564 2.707 -3.261
C 1.421 2.727 -3.667
C 0.296 3.742 -1.079
H -0.013 -4.587 -0.958
H -0.728 -3.308 0.062
H 1.003 -3.599 0.104
H 0.564 -4.008 -3.231
H 0.763 -2.229 -4.976
H 0.553 0.147 -4.338
H -1.629 2.089 -4.160
H -1.715 3.752 -3.545
H -2.375 2.412 -2.588
H 1.284 2.131 -4.571
H 2.398 2.473 -3.243
H 1.449 3.780 -3.961
H -0.519 3.709 -0.354
H 0.331 4.742 -1.523
H 1.233 3.563 -0.544
C 1.460 -2.234 3.363
C 2.518 -1.302 2.768
C 2.004 -1.117 1.352
O 0.569 -1.174 1.468
C 0.177 -1.683 2.758
H 1.431 -2.216 4.452
H 1.633 -3.261 3.032
H 3.524 -1.721 2.784
H 2.527 -0.349 3.300
H 2.325 -1.930 0.695
H 2.265 -0.167 0.892
H -0.608 -2.418 2.602
H -0.224 -0.856 3.347
C -4.120 -1.977 -0.234
C -2.814 -1.227 -0.161
O -2.408 -0.567 -1.140
O -2.130 -1.304 0.908
H -4.728 -1.596 -1.051
H -4.645 -1.888 0.715
H -3.904 -3.033 -0.409

[5]
53
Properties=species:S:1:pos:R:3 method="wB97M-V/def2-TZVPD" smiles="O=C(O)COCC[NH+]1CCN([C@H](c2ccccc2)c2ccc(Cl)cc2)CC1" e_homo_ev=-11.3 e_above_lowest_ev=0.129 charge=+1 orbital_gap_ev=9.1542 e_lumo_ha=-0.0802
O 3.258 -0.364 -2.073
C 4.241 -1.059 -2.238
O 4.912 -1.124 -3.358
C 4.818 -1.953 -1.151
O 4.081 -1.871 0.039
C 4.258 -0.680 0.794
C 2.904 -0.290 1.390
N 1.871 -0.258 0.325
C 1.022 0.951 0.356
C 0.069 0.938 -0.855
N -0.726 -0.254 -0.960
C -2.039 -0.290 -0.319
C -2.988 0.691 -0.983
C -4.145 1.094 -0.327
C -5.037 1.955 -0.940
C -4.790 2.418 -2.221
C -3.653 2.002 -2.890
C -2.760 1.139 -2.278
C -1.975 -0.119 1.188
C -1.946 -1.238 2.014
C -1.808 -1.113 3.385
C -1.700 0.150 3.948
Cl -1.506 0.318 5.657
C -1.756 1.280 3.144
C -1.893 1.140 1.775
C 0.094 -1.431 -0.898
C 1.015 -1.467 0.334
H 4.540 -0.566 -4.064
H 4.751 -2.992 -1.488
H 5.879 -1.713 -1.010
H 4.633 0.130 0.159
H 4.980 -0.852 1.601
H 2.986 0.691 1.861
H 2.609 -1.017 2.148
H 2.371 -0.274 -0.603
H 0.460 0.959 1.293
H 1.658 1.836 0.306
H 0.678 1.019 -1.765
H -0.587 1.807 -0.809
H -2.433 -1.294 -0.527
H -4.355 0.727 0.668
H -5.931 2.259 -0.417
H -5.485 3.091 -2.698
H -3.461 2.343 -3.896
H -1.887 0.799 -2.813
H -2.047 -2.225 1.584
H -1.793 -1.987 4.016
H -1.701 2.260 3.590
H -1.958 2.025 1.159
H 0.723 -1.453 -1.798
H -0.533 -2.322 -0.905
H 0.425 -1.469 1.254
H 1.659 -2.346 0.302

[6]
61
Properties=species:S:1:pos:R:3 method="wB97M-V/def2-TZVPD" e_homo_ev=-14.6 e_above_lowest_ev=1.531 charge=+2 orbital_gap_ev=5.8413 e_lumo_ha=-0.3228
W -0.260 0.014 -0.345
O -1.363 3.234 -1.972
C -0.449 2.492 -1.914
O -0.119 1.859 -0.704
C 0.462 2.032 -3.027
C 1.747 1.452 -2.441
C 2.743 1.047 -3.514
C 2.115 -0.244 -4.098
C 0.813 -0.344 -3.334
O 1.242 0.122 -1.980
C -0.167 0.769 -3.733
C -1.527 0.464 -3.184
O -2.579 0.488 -3.701
O -1.440 0.077 -1.816
H 0.618 2.855 -3.720
H 2.153 1.984 -1.589
H 2.846 1.843 -4.250
H 3.722 0.856 -3.084
H 1.934 -0.191 -5.170
H 2.735 -1.114 -3.899
H 0.390 -1.338 -3.245
H -0.245 0.890 -4.811
C -1.953 3.233 1.654
C -1.673 1.916 2.330
C -2.805 0.926 2.226
O -0.413 1.374 1.673
P 0.690 0.382 2.305
S -0.215 -1.325 2.068
S 1.991 0.452 0.778
O 1.055 0.797 3.719
C 2.092 1.659 4.428
C 1.386 2.214 5.633
C 2.634 2.705 3.488
H -2.745 3.735 2.211
H -2.296 3.098 0.628
H -1.075 3.876 1.651
H -1.360 2.069 3.364
H -2.956 0.605 1.189
H -3.724 1.428 2.527
H -2.670 0.044 2.845
H 2.848 0.930 4.708
H 0.610 2.922 5.340
H 2.116 2.743 6.246
H 0.947 1.421 6.236
H 1.832 3.330 3.091
H 3.205 2.273 2.668
H 3.310 3.349 4.051
Cl -1.677 -8.167 -1.212
C -1.429 -6.489 -1.027
C -0.165 -5.958 -1.289
C 0.035 -4.606 -1.141
C -1.031 -3.791 -0.730
C -2.298 -4.336 -0.470
C -2.498 -5.687 -0.621
C -0.836 -2.396 -0.557
O 0.325 -1.795 -0.824
O -1.697 -1.561 -0.135
H 0.636 -6.613 -1.600
H 1.010 -4.176 -1.331
H -3.113 -3.694 -0.159
H -3.463 -6.135 -0.432

[7]
51
Properties=species:S:1:pos:R:3 method="wB97M-V/def2-TZVPD" smiles="O=C(NCCc1ccccc1)[C@H]1CC[N@H+](Cc2ccccc2F)CC1" e_homo_ev=-11.8 e_above_lowest_ev=0.000 charge=+1 orbital_gap_ev=9.7359 e_lumo_ha=-0.0771
O -0.146 -1.129 -1.488
C 0.804 -1.531 -0.806
N 2.064 -1.276 -1.122
C 2.438 -0.401 -2.221
C 2.268 1.078 -1.835
C 2.859 1.347 -0.478
C 2.035 1.592 0.613
C 2.570 1.786 1.875
C 3.941 1.733 2.061
C 4.772 1.497 0.978
C 4.235 1.303 -0.282
C 0.575 -2.367 0.454
C 0.163 -1.459 1.623
C -1.153 -0.726 1.330
N -1.944 -1.450 0.311
C -3.305 -0.894 0.155
C -3.242 0.550 -0.266
C -2.921 0.907 -1.571
C -2.861 2.239 -1.940
C -3.126 3.235 -1.013
C -3.442 2.905 0.293
C -3.488 1.570 0.646
F -3.763 1.231 1.925
C -1.906 -2.896 0.589
C -0.518 -3.429 0.218
H 2.803 -1.561 -0.497
H 1.799 -0.634 -3.075
H 3.475 -0.618 -2.475
H 2.757 1.688 -2.594
H 1.205 1.324 -1.829
H 0.965 1.655 0.464
H 1.918 1.986 2.712
H 4.360 1.887 3.043
H 5.842 1.469 1.115
H 4.889 1.130 -1.124
H 1.510 -2.867 0.714
H 0.061 -2.083 2.511
H 0.947 -0.727 1.824
H -0.954 0.276 0.945
H -1.747 -0.630 2.242
H -1.387 -1.304 -0.613
H -3.822 -1.477 -0.612
H -3.845 -0.994 1.101
H -2.719 0.136 -2.299
H -2.613 2.501 -2.957
H -3.088 4.272 -1.306
H -3.651 3.659 1.035
H -2.672 -3.400 -0.002
H -2.130 -3.058 1.646
H -0.505 -3.728 -0.831
H -0.305 -4.315 0.814